# 1
This record from the OMol25 dataset describes a structure of composition C45H45N5O4P2ReS2 in a non-equilibrium geometry. The level of theory is ωB97M-V with the def2-TZVPD basis set.

Computed properties:
Orbital gap (spin up / spin down), eV: 6.3 / 6.5
ΔE to the lowest compared entry with this formula, charge and spin, kcal per mole: 29.21
M, g/mol: 1032.2

ORCA input file:
```
! wB97M-V def2-TZVPD RIJCOSX def2/J DEFGRID3
* xyz 2 2
Re 0.088 0.026 -0.170
C -0.012 1.349 2.937
C 1.409 1.793 2.567
P 2.063 0.752 1.171
C 3.188 -0.312 2.158
C 4.164 0.398 2.873
C 5.076 -0.257 3.680
C 5.023 -1.638 3.810
C 4.038 -2.349 3.146
C 3.127 -1.692 2.328
C 3.165 1.722 0.091
C 4.548 1.542 0.029
C 5.311 2.280 -0.866
C 4.706 3.196 -1.714
C 3.328 3.356 -1.686
C 2.567 2.610 -0.801
P -0.926 1.644 1.401
C -2.634 1.116 1.447
C -2.990 -0.109 2.015
C -4.305 -0.537 1.961
C -5.258 0.232 1.304
C -4.904 1.443 0.725
C -3.596 1.894 0.799
C -0.963 3.461 1.409
C -1.645 3.982 2.515
C -1.690 5.350 2.724
C -1.049 6.210 1.842
C -0.383 5.698 0.741
C -0.345 4.328 0.518
H -0.400 1.938 3.768
H -0.040 0.291 3.207
H 2.069 1.666 3.422
H 1.443 2.844 2.271
H 4.215 1.478 2.805
H 5.826 0.313 4.212
H 5.738 -2.153 4.438
H 3.968 -3.422 3.271
H 2.352 -2.275 1.859
H 5.046 0.825 0.664
H 6.383 2.140 -0.891
H 5.306 3.768 -2.410
H 2.841 4.043 -2.365
H 1.492 2.701 -0.838
H -2.249 -0.707 2.526
H -4.590 -1.468 2.434
H -6.282 -0.112 1.250
H -5.647 2.043 0.218
H -3.328 2.851 0.365
H -2.159 3.329 3.211
H -2.229 5.743 3.576
H -1.087 7.279 2.005
H 0.102 6.364 0.040
H 0.123 3.961 -0.373
C -2.342 -3.462 3.843
C -1.295 -3.954 2.860
N -1.728 -3.824 1.456
C -2.704 -4.842 0.989
C -4.109 -4.310 0.772
C -1.275 -2.940 0.578
S -0.044 -1.785 1.194
N -1.686 -3.048 -0.667
C -1.539 -2.140 -1.610
O -1.217 -0.910 -1.411
C -1.807 -2.528 -3.000
C -2.239 -3.823 -3.297
C -2.455 -4.191 -4.612
C -2.244 -3.271 -5.632
C -1.825 -1.978 -5.341
C -1.608 -1.604 -4.027
H -2.007 -3.652 4.862
H -3.293 -3.978 3.707
H -2.515 -2.391 3.738
H -1.092 -5.013 3.016
H -0.354 -3.429 3.001
H -2.706 -5.622 1.749
H -2.305 -5.267 0.069
H -4.481 -3.810 1.665
H -4.775 -5.147 0.561
H -4.153 -3.619 -0.068
H -2.407 -4.527 -2.495
H -2.792 -5.192 -4.845
H -2.413 -3.562 -6.660
H -1.676 -1.263 -6.138
H -1.301 -0.599 -3.784
N 2.677 -2.070 -0.713
C 2.563 -1.095 -1.613
N 1.474 -0.331 -1.764
C 1.669 0.517 -2.908
C 0.731 1.340 -3.501
C 1.101 2.112 -4.591
C 2.395 2.059 -5.106
C 3.325 1.196 -4.556
C 2.937 0.432 -3.466
S 3.878 -0.790 -2.670
H 1.861 -2.384 -0.213
H 3.504 -2.644 -0.688
H -0.282 1.337 -3.152
H 0.365 2.755 -5.055
H 2.664 2.663 -5.961
H 4.319 1.106 -4.975
O -1.972 3.319 -1.896
N -1.738 2.144 -1.865
O -2.337 1.268 -2.418
O -0.742 1.822 -0.977
*
```

# 2
This record from the OMol25 dataset describes the molecule C5H7N3 in a non-equilibrium geometry. The level of theory is ωB97M-V with the def2-TZVPD basis set.

Computed properties:
Orbital gap, eV: 7.6
SMILES: C1=C2CNN=C2CN1
ΔE to the lowest compared entry with this formula, charge and spin, kcal per mole: 145.64
M, g/mol: 109.1

ORCA input file:
```
! wB97M-V def2-TZVPD RIJCOSX def2/J DEFGRID3
* xyz 0 1
C 1.271 1.197 -0.069
C -0.071 0.725 -0.239
C -1.572 0.996 -0.056
N -2.141 -0.414 -0.244
N -1.184 -1.305 -0.254
C -0.046 -0.723 -0.152
C 1.356 -1.142 0.059
N 2.095 -0.017 -0.440
H 1.866 2.119 0.161
H -2.352 1.395 -0.834
H -2.009 1.483 0.784
H -3.111 -0.541 0.322
H 1.820 -2.353 -0.231
H 1.076 -1.193 1.249
H 3.004 -0.226 -0.055
*
```

# 3
This record from the OMol25 dataset describes a cluster of 2 separate species, C10H5N5 in total in a non-equilibrium geometry. The level of theory is ωB97M-V with the def2-TZVPD basis set.

Computed properties:
Orbital gap (spin up / spin down), eV: 7.9 / 7.9
SMILES: N#CC(C#N)=C(C#N)C#N.c1cc[nH]c1
ΔE to the lowest compared entry with this formula, charge and spin, kcal per mole: 11.32
M, g/mol: 195.2

ORCA input file:
```
! wB97M-V def2-TZVPD RIJCOSX def2/J DEFGRID3
* xyz 0 1
N 1.572 -2.704 -1.428
C 1.323 -1.667 -1.015
C 1.157 -0.372 -0.535
C 1.515 0.558 -1.546
N 1.988 1.303 -2.292
C 0.969 0.010 0.766
C 1.027 -0.815 1.926
N 1.090 -1.471 2.882
C 1.300 1.368 1.119
N 1.696 2.380 1.465
C -1.593 -0.618 -0.911
C -1.634 -0.831 0.442
C -1.262 0.350 1.038
N -1.144 1.307 0.041
C -1.269 0.720 -1.139
H -1.769 -1.409 -1.760
H -2.072 -1.780 0.754
H -1.229 0.587 2.113
H -0.677 2.165 0.186
H -0.989 0.919 -2.107
*
```

# 4
This record from the OMol25 dataset describes a cluster of 3 separate species, C34H62F3IN4O8 in total. The level of theory is ωB97M-V with the def2-TZVPD basis set.

Computed properties:
Orbital gap, eV: 8.4
SMILES: [H]/N=C(/N)NCCCCN(CC(=O)I)[C@@](COCOCCOCC)(COc1cc(C)ccc1C(C)C)C[C@H](O)C(F)(F)F.CC(C)O.CC(C)O
M, g/mol: 838.8

ORCA input file:
```
! wB97M-V def2-TZVPD RIJCOSX def2/J DEFGRID3
* xyz 0 1
H 4.787 2.230 -5.003
N 4.595 1.248 -5.184
C 3.374 0.988 -4.991
N 2.903 -0.330 -5.118
N 2.339 1.921 -4.658
C 2.254 2.137 -3.196
C 0.850 2.585 -2.774
C 0.827 3.534 -1.553
C -0.218 3.181 -0.474
N 0.359 2.725 0.824
C -0.135 3.534 1.921
C 0.547 4.892 1.944
O 0.688 5.623 1.043
I 1.191 5.525 3.937
C 0.234 1.279 1.101
C -1.195 0.889 1.505
O -1.241 -0.503 1.739
C -1.881 -0.805 2.964
O -1.933 -2.178 3.100
C -1.098 -2.711 4.103
C 0.385 -2.722 3.734
O 0.544 -2.960 2.358
C 1.690 -3.703 1.977
C 2.349 -3.060 0.759
C 0.635 0.460 -0.149
O -0.462 0.118 -0.976
C -0.517 -1.166 -1.445
C 0.663 -1.905 -1.644
C 0.634 -3.207 -2.135
C 1.908 -3.990 -2.313
C -0.611 -3.763 -2.455
C -1.768 -3.004 -2.299
C -1.763 -1.692 -1.804
C -3.079 -0.945 -1.738
C -3.020 0.520 -2.208
C -3.778 -1.089 -0.367
C 1.155 0.835 2.274
C 2.587 1.368 2.426
O 2.699 2.747 2.718
C 3.548 1.133 1.265
F 3.461 -0.154 0.829
F 4.815 1.335 1.654
F 3.327 1.929 0.204
H 1.900 -0.335 -4.979
H 3.330 -0.951 -4.443
H 2.591 2.802 -5.093
H 2.995 2.877 -2.872
H 2.514 1.195 -2.706
H 0.426 3.107 -3.636
H 0.231 1.709 -2.586
H 1.804 3.592 -1.068
H 0.617 4.543 -1.917
H -0.798 4.080 -0.261
H -0.925 2.451 -0.869
H 0.038 3.059 2.884
H -1.217 3.738 1.863
H -1.470 1.439 2.415
H -1.907 1.162 0.723
H -2.905 -0.407 2.939
H -1.309 -0.333 3.771
H -1.450 -3.729 4.278
H -1.223 -2.146 5.037
H 0.867 -1.775 4.021
H 0.860 -3.509 4.333
H 2.406 -3.746 2.805
H 1.397 -4.735 1.755
H 1.606 -2.482 0.209
H 2.793 -3.813 0.107
H 3.146 -2.376 1.059
H 1.327 1.060 -0.739
H 1.166 -0.432 0.167
H 1.622 -1.458 -1.411
H 2.784 -3.356 -2.174
H 1.968 -4.804 -1.586
H 1.954 -4.430 -3.310
H -0.680 -4.772 -2.848
H -2.720 -3.429 -2.597
H -3.722 -1.453 -2.462
H -2.204 0.669 -2.919
H -2.882 1.213 -1.377
H -3.944 0.779 -2.728
H -3.406 -1.957 0.179
H -3.595 -0.209 0.253
H -4.858 -1.177 -0.498
H 0.657 1.103 3.214
H 1.204 -0.255 2.266
H 3.045 0.791 3.242
H 2.271 2.925 3.563
C -1.584 0.069 -6.571
C -1.495 -1.178 -5.707
C -0.305 -2.054 -6.065
O -2.709 -1.928 -5.789
H -1.710 -0.207 -7.622
H -2.442 0.674 -6.277
H -0.682 0.678 -6.485
H -1.416 -0.889 -4.656
H -0.372 -2.407 -7.098
H -0.292 -2.928 -5.412
H 0.638 -1.517 -5.952
H -2.818 -2.206 -6.705
C -2.471 0.042 7.465
C -1.519 1.103 6.937
C -1.668 2.418 7.684
O -1.711 1.302 5.532
H -3.507 0.369 7.339
H -2.350 -0.896 6.923
H -2.301 -0.145 8.525
H -0.490 0.750 7.028
H -2.683 2.807 7.564
H -0.974 3.163 7.293
H -1.478 2.290 8.750
H -2.614 1.613 5.408
*
```

# 5
This record from the OMol25 dataset describes the ion C3H2NO2S with charge -1 in a non-equilibrium geometry. The level of theory is ωB97M-V with the def2-TZVPD basis set.

Computed properties:
Orbital gap, eV: 6.6
ΔE to the lowest compared entry with this formula, charge and spin, kcal per mole: 61.05
M, g/mol: 116.1

ORCA input file:
```
! wB97M-V def2-TZVPD RIJCOSX def2/J DEFGRID3
* xyz -1 1
C 0.805 -0.253 -0.387
C 0.101 0.311 -1.383
C -0.914 0.342 0.891
N 0.245 -0.299 0.849
O 0.931 -0.813 1.873
O 0.265 0.452 -2.576
S -1.430 0.875 -0.630
H 1.670 -0.859 -0.249
H -1.672 0.244 1.614
*
```

# 6
This record from the OMol25 dataset describes the molecule CH4N4OS in a non-equilibrium geometry. The level of theory is ωB97M-V with the def2-TZVPD basis set.

Computed properties:
Orbital gap, eV: 9.3
ΔE to the lowest compared entry with this formula, charge and spin, kcal per mole: 39.89
M, g/mol: 120.1

ORCA input file:
```
! wB97M-V def2-TZVPD RIJCOSX def2/J DEFGRID3
* xyz 0 1
C -1.422 -0.494 -0.644
N 1.410 1.257 1.230
N 2.178 0.327 0.942
N 0.286 1.247 0.515
N 0.060 0.299 -0.517
O 1.149 -1.990 0.167
S 1.559 -0.711 -0.377
H -1.269 -1.173 0.278
H -2.267 0.140 -0.391
H -1.478 -1.017 -1.597
H -0.205 2.114 0.395
*
```

# 7
This record from the OMol25 dataset describes a structure of composition C21H17BrN3O2Zr in a non-equilibrium geometry. The level of theory is ωB97M-V with the def2-TZVPD basis set.

Computed properties:
Orbital gap (spin up / spin down), eV: 6.4 / 7.5
ΔE to the lowest compared entry with this formula, charge and spin, kcal per mole: 52.81
M, g/mol: 514.5

ORCA input file:
```
! wB97M-V def2-TZVPD RIJCOSX def2/J DEFGRID3
* xyz 2 2
Zr -1.052 0.541 -0.668
O 5.438 -4.297 -0.129
C 5.033 -3.019 -0.151
C 5.901 -1.901 0.110
C 5.368 -0.655 0.086
N 4.102 -0.375 -0.278
C 3.351 -1.416 -0.530
Br 1.538 -1.011 -1.175
C 3.698 -2.746 -0.506
H 6.396 -4.479 -0.289
H 6.947 -2.026 0.339
H 5.950 0.216 0.410
H 2.981 -3.518 -0.808
C 2.491 2.404 0.672
C 2.169 3.643 0.035
C 0.820 4.091 0.069
C -0.201 3.135 0.337
N 0.226 1.846 0.518
C 1.454 1.571 1.034
C -1.667 3.308 0.098
C -2.214 4.570 -0.150
C -3.629 4.670 -0.361
C -4.452 3.524 -0.427
C -3.843 2.264 -0.184
C -2.441 2.149 -0.069
H 3.511 2.064 0.803
H 2.892 4.271 -0.407
H 0.636 5.135 -0.301
H 1.587 0.643 1.608
H -1.617 5.453 -0.052
H -4.003 5.627 -0.620
H -5.502 3.620 -0.736
H -4.442 1.398 -0.119
O -1.620 -1.164 0.122
N -2.359 -2.327 0.162
C -1.934 -3.436 -0.471
C -2.696 -4.572 -0.425
C -3.829 -4.643 0.344
C -4.346 -3.434 0.860
C -3.598 -2.251 0.719
H -1.051 -3.275 -1.066
H -2.325 -5.423 -1.011
H -4.403 -5.578 0.389
H -5.308 -3.320 1.249
H -3.961 -1.277 0.971
*
```

# 8
This record from the OMol25 dataset describes a cluster of 8 separate species, C42H49N7O6S2 in total in a non-equilibrium geometry. The level of theory is ωB97M-V with the def2-TZVPD basis set.

Computed properties:
Orbital gap, eV: 9.5
SMILES: O=S(=O)(O)CCC[C@H]1CCCS(=O)(=O)O1.c1ccncc1.c1ccncc1.c1ccncc1.c1ccncc1.c1ccncc1.c1ccncc1.c1ccncc1
M, g/mol: 812.0

ORCA input file:
```
! wB97M-V def2-TZVPD RIJCOSX def2/J DEFGRID3
* xyz 0 1
O 3.460 2.174 0.663
S 3.927 2.740 -0.583
O 5.034 2.137 -1.297
O 4.351 4.262 -0.273
C 2.561 2.981 -1.680
C 2.070 1.692 -2.350
C 1.665 0.571 -1.383
C 2.767 -0.451 -1.143
C 2.848 -1.044 0.246
C 4.172 -1.821 0.426
C 4.821 -2.342 -0.886
S 3.860 -2.394 -2.404
O 4.572 -1.641 -3.413
O 3.438 -3.747 -2.659
O 2.533 -1.597 -2.034
H 5.176 4.429 -0.742
H 1.760 3.420 -1.074
H 2.907 3.705 -2.426
H 2.803 1.326 -3.080
H 1.179 1.982 -2.923
H 1.352 0.991 -0.417
H 0.796 0.053 -1.808
H 3.732 -0.016 -1.441
H 2.004 -1.737 0.350
H 2.748 -0.273 1.020
H 3.996 -2.671 1.092
H 4.903 -1.168 0.910
H 5.697 -1.742 -1.156
H 5.146 -3.381 -0.769
C -2.178 1.686 0.835
C -1.103 1.803 1.701
C -0.049 2.633 1.347
N -0.021 3.338 0.216
C -1.065 3.226 -0.604
C -2.160 2.417 -0.344
H -3.015 1.039 1.074
H -1.069 1.251 2.630
H 0.822 2.729 1.986
H -1.013 3.805 -1.521
H -2.976 2.359 -1.052
C -2.107 -1.841 3.331
C -1.155 -2.355 4.198
C 0.183 -2.097 3.938
N 0.606 -1.389 2.892
C -0.319 -0.907 2.065
C -1.682 -1.100 2.239
H -3.161 -2.021 3.498
H -1.431 -2.958 5.053
H 0.952 -2.491 4.591
H 0.050 -0.341 1.215
H -2.386 -0.684 1.531
C 8.160 0.600 4.148
C 7.088 1.321 3.647
C 6.500 0.898 2.464
N 6.913 -0.171 1.785
C 7.943 -0.856 2.277
C 8.599 -0.513 3.449
H 8.645 0.900 5.069
H 6.711 2.196 4.159
H 5.657 1.433 2.039
H 8.258 -1.721 1.703
H 9.431 -1.106 3.803
C -1.350 0.668 -6.650
C -1.225 -0.539 -5.981
C -1.156 -0.524 -4.596
N -1.201 0.592 -3.871
C -1.318 1.745 -4.527
C -1.398 1.837 -5.908
H -1.405 0.697 -7.731
H -1.177 -1.477 -6.518
H -1.053 -1.450 -4.040
H -1.347 2.639 -3.912
H -1.492 2.803 -6.386
C 3.055 -6.681 4.755
C 2.615 -6.335 6.023
C 1.448 -5.594 6.138
N 0.725 -5.196 5.094
C 1.159 -5.534 3.881
C 2.312 -6.272 3.659
H 3.962 -7.257 4.624
H 3.163 -6.630 6.908
H 1.076 -5.304 7.115
H 0.556 -5.190 3.048
H 2.617 -6.515 2.651
C -7.986 0.474 0.427
C -7.705 0.203 1.757
C -6.382 0.008 2.129
N -5.363 0.066 1.273
C -5.652 0.323 -0.002
C -6.937 0.534 -0.477
H -9.003 0.640 0.096
H -8.491 0.146 2.498
H -6.126 -0.203 3.161
H -4.804 0.360 -0.680
H -7.116 0.752 -1.521
C -8.008 4.317 -5.107
C -7.053 4.276 -4.104
C -7.183 3.321 -3.107
N -8.180 2.439 -3.059
C -9.092 2.490 -4.028
C -9.051 3.406 -5.069
H -7.942 5.048 -5.903
H -6.223 4.969 -4.089
H -6.456 3.260 -2.304
H -9.894 1.763 -3.967
H -9.820 3.400 -5.830
*
```

# 9
This record from the OMol25 dataset describes a cluster of 6 separate species, C16H12B2N4O16 in total in a non-equilibrium geometry. The level of theory is ωB97M-V with the def2-TZVPD basis set.

Computed properties:
Orbital gap, eV: 8.7
M, g/mol: 537.9

ORCA input file:
```
! wB97M-V def2-TZVPD RIJCOSX def2/J DEFGRID3
* xyz -2 1
O 3.605 -3.288 3.674
C 3.659 -2.445 2.764
O 2.659 -1.754 2.264
B 3.166 -0.715 1.353
O 4.656 -0.942 1.357
C 4.978 -1.960 2.064
O 6.079 -2.471 2.202
O 2.719 0.600 1.906
C 1.890 1.213 1.035
O 1.340 2.326 1.066
C 1.777 0.215 -0.214
O 2.597 -0.722 -0.030
O 0.973 0.373 -1.177
O -6.120 2.288 3.053
C -5.498 2.142 1.953
O -5.590 1.051 1.225
B -4.578 1.102 0.141
O -3.741 2.286 0.476
C -4.224 2.991 1.480
O -3.736 4.015 2.047
O -3.668 -0.070 0.031
C -3.888 -0.756 -1.122
O -3.669 -1.943 -1.338
C -4.825 0.091 -1.965
O -5.243 1.104 -1.164
O -5.287 -0.216 -3.034
C -2.019 5.828 -3.134
C -1.484 6.584 -2.045
N -1.013 7.193 -1.200
H -1.944 6.340 -4.093
H -3.040 5.615 -2.818
H -1.514 4.870 -3.262
C -1.899 -0.494 5.940
C -1.441 0.913 5.834
N -1.015 1.973 5.648
H -2.741 -0.938 5.410
H -2.037 -0.628 7.013
H -1.040 -1.068 5.591
C 4.585 -8.347 0.604
C 6.010 -8.029 0.686
N 7.123 -7.674 0.722
H 4.377 -9.327 1.034
H 4.183 -8.302 -0.408
H 4.084 -7.597 1.215
C 2.087 1.766 -6.837
C 1.237 0.865 -7.677
N 0.585 0.102 -8.248
H 2.736 1.016 -6.385
H 1.463 2.383 -6.190
H 2.687 2.439 -7.450
*
```

# 10
This record from the OMol25 dataset describes the molecule H2NO4P in a non-equilibrium geometry. The level of theory is ωB97M-V with the def2-TZVPD basis set.

Computed properties:
Orbital gap, eV: 10.2
SMILES: O=PON(O)O
ΔE to the lowest compared entry with this formula, charge and spin, kcal per mole: 88.72
M, g/mol: 111.0

ORCA input file:
```
! wB97M-V def2-TZVPD RIJCOSX def2/J DEFGRID3
* xyz 0 1
O -2.176 0.133 2.333
P -1.796 0.460 0.981
O -0.398 -0.291 0.651
N 0.458 -0.462 -0.495
O 1.567 0.370 -0.139
O 0.038 0.233 -1.656
H 1.927 -0.135 0.714
H 0.379 -0.307 -2.389
*
```

# 11
This record from the OMol25 dataset describes a cluster of 2 separate species, C4H12O in total in a non-equilibrium geometry. The level of theory is ωB97M-V with the def2-TZVPD basis set.

Computed properties:
Orbital gap, eV: 11.1
SMILES: CCO.CC
ΔE to the lowest compared entry with this formula, charge and spin, kcal per mole: 20.71
M, g/mol: 76.1

ORCA input file:
```
! wB97M-V def2-TZVPD RIJCOSX def2/J DEFGRID3
* xyz 0 1
C 0.296 -0.811 -2.289
C 1.042 -0.919 -0.975
O 2.444 -0.889 -1.228
H 0.686 -1.546 -2.987
H 0.468 0.210 -2.647
H -0.791 -0.747 -2.205
H 0.884 -0.007 -0.382
H 0.791 -1.680 -0.233
H 2.664 -1.157 -2.105
C -1.949 0.530 2.277
C -1.616 2.015 2.197
H -1.974 -0.032 1.337
H -1.207 0.005 2.879
H -2.930 0.287 2.688
H -0.930 2.382 2.959
H -2.556 2.567 2.242
H -1.117 2.294 1.269
*
```

> Which of these has the highest M?

C45H45N5O4P2ReS2

> The highest M belongs to which entry?

C45H45N5O4P2ReS2

> Number 1 is which compound?

C45H45N5O4P2ReS2